{"formula": "C21H45As2Br2OPtSi3", "method": "ωB97M-V with the def2-TZVPD basis set", "spin_multiplicity": 5, "e_tot_ha": -11508.78587, "total_charge": 3, "homo_lumo_gap_ev": [8.8, 5.5], "s2": 6.013, "e_above_lowest_kcal_mol": 0.0, "species": ["Pt", "Br", "Br", "As", "As", "Si", "Si", "Si", "O", "C", "C", "C", "C", "C", "C", "C", "C", "C", "C", "C", "C", "C", "C", "C", "C", "C", "C", "C", "C", "C", "H", "H", "H", "H", "H", "H", "H", "H", "H", "H", "H", "H", "H", "H", "H", "H", "H", "H", "H", "H", "H", "H", "H", "H", "H", "H", "H", "H", "H", "H", "H", "H", "H", "H", "H", "H", "H", "H", "H", "H", "H", "H", "H", "H", "H"], "xyz": [[-0.25905, -0.34189, -0.19545], [-4.20494, 0.04466, -1.78944], [-2.26176, -2.16933, -0.43060], [-0.20564, 0.65209, -2.53562], [1.13937, -2.15995, -1.30472], [-1.09351, -0.31140, 2.94194], [2.11974, 0.53854, 2.08446], [-0.29566, 2.60615, 1.39525], [-1.45268, 2.35362, 0.26755], [-3.81745, -1.79684, -1.59917], [-2.82980, 0.20811, 2.50496], [1.47073, 1.53650, -2.92537], [0.83448, -3.95209, -0.62915], [-0.17142, -0.95705, -3.59990], [0.11094, 0.55978, 1.65254], [-0.92503, 3.33008, 2.96879], [3.19361, 0.97428, 0.63589], [0.01462, -3.23217, -5.18706], [0.45047, -2.11017, -3.10341], [-0.89412, -2.17056, 2.77550], [3.06282, -2.03097, -1.44005], [2.32182, -1.25960, 2.53701], [1.10820, 3.53606, 0.65717], [-0.71352, -0.95820, -4.88010], [-2.81434, 2.83591, 0.33691], [-0.65236, 0.15664, 4.68930], [0.54111, -3.24476, -3.90059], [-0.61759, -2.09763, -5.67076], [2.40207, 1.64900, 3.53885], [-1.51947, 1.84428, -3.28759], [0.17930, -0.44524, 5.06008], [-3.05818, 0.14714, 1.43929], [-2.46627, 1.33794, -3.44227], [-3.51315, -0.46405, 3.03189], [0.53710, -3.92106, 0.41690], [1.01643, -4.14752, -3.53502], [3.40629, -1.42153, 2.55657], [3.36526, -1.09515, -1.90090], [-1.76535, 2.81018, 3.42320], [-1.64380, 2.68513, -2.60675], [0.69293, 4.51526, 0.39263], [-3.56457, -2.23644, -2.55539], [-3.45409, 2.11884, -0.16724], [2.74989, 0.69427, -0.31663], [-1.52023, -0.07689, 5.31378], [0.05257, -4.42789, -1.21688], [1.94128, -1.47390, 3.53463], [-3.06192, 1.21723, 2.84616], [-2.86627, 3.79877, -0.16979], [-0.68367, -2.55409, 1.77699], [1.91979, 3.71613, 1.35975], [1.76181, -4.51648, -0.71752], [1.55890, 1.59754, -4.01052], [-0.13367, 3.43962, 3.70950], [1.90191, 1.29629, 4.43896], [3.50775, -2.12769, -0.45168], [1.88657, -1.96819, 1.83317], [2.31563, 0.97962, -2.53440], [1.51135, 3.08944, -0.24956], [-1.83799, -2.61910, 3.09997], [-0.11744, -2.53923, 3.44408], [-1.03833, -2.09510, -6.66739], [0.09721, -4.11383, -5.80849], [-1.11649, 2.19989, -4.23650], [-3.14467, 2.94985, 1.36779], [-1.25637, 4.34288, 2.70668], [-4.63501, -2.30347, -1.09936], [3.45362, 2.03023, 0.59820], [-0.41811, 1.20654, 4.84609], [3.48145, 1.62641, 3.73135], [-1.20645, -0.07958, -5.27685], [3.38899, -2.85981, -2.06959], [1.45943, 2.54330, -2.51187], [4.13056, 0.41829, 0.73671], [2.14434, 2.69238, 3.37304]]}